Formula: C3H5NO
Source: the OMol25 dataset
Level of theory: ωB97M-V with the def2-TZVPD basis set

```
10
Properties=species:S:1:pos:R:3:forces:R:3
N -0.96445 1.92535 1.85730 -0.03 -0.83 -0.74
C -0.94544 1.09041 1.05682 -0.01 0.71 0.68
C -0.83322 0.05384 0.02803 -0.02 -0.02 -0.05
C 0.59896 -0.52574 -0.02710 -0.04 0.05 0.36
O 0.93597 -0.87610 -1.35236 0.18 0.05 -0.13
H -1.57595 -0.72863 0.21466 0.12 0.13 -0.04
H -1.06485 0.49685 -0.94564 0.04 -0.01 0.14
H 0.65545 -1.42378 0.59783 -0.01 0.13 -0.06
H 1.30055 0.20683 0.38767 -0.09 -0.10 -0.11
H 1.67082 -0.32239 -1.63590 -0.14 -0.12 -0.05
```
Forces are in eV/Å.

Structure (SMILES): N#CCCO
Highest occupied orbital energy: -11.01 eV
ΔE to the lowest compared entry with this formula, charge and spin: 0.658 eV
Largest force on an atom: 1.12 eV/A
Gap between HOMO and LUMO: 0.42928 hartree
LUMO energy: 0.6688 eV


Formula: C44H43N8OS2SiTi
Source: the OMol25 dataset
Level of theory: ωB97M-V with the def2-TZVPD basis set

```
100
Properties=species:S:1:pos:R:3:forces:R:3
Ti -0.21611 -0.62342 -0.39695 -0.04 -0.45 0.10
C -0.72122 -3.30924 -2.17933 0.00 -0.06 0.00
N -1.42056 -2.70205 -1.04482 0.06 0.23 -0.07
C -1.83629 -3.74471 -0.08756 0.00 0.00 0.03
C -0.86921 -4.08012 1.02297 -0.01 -0.04 -0.02
C -1.24725 -5.03797 1.96033 0.01 0.03 -0.01
C -0.38230 -5.33769 2.99491 0.02 -0.01 0.02
C 0.83337 -4.67155 3.06881 -0.03 0.00 -0.01
C 1.11871 -3.73338 2.09880 0.02 0.01 0.01
N 0.28832 -3.44083 1.09092 0.04 0.02 -0.07
C -2.63964 -1.98579 -1.48056 -0.02 -0.01 -0.01
C -3.16431 -1.21048 -0.30243 -0.03 0.09 -0.03
C -4.50737 -1.03735 -0.04122 0.03 -0.03 0.03
C -4.87670 -0.29534 1.07310 -0.02 0.03 0.00
C -3.89251 0.23955 1.88508 0.04 -0.03 -0.02
C -2.56603 0.03323 1.54815 -0.06 -0.10 0.01
N -2.20794 -0.68263 0.47612 -0.28 0.13 0.10
C -0.05690 -2.28643 -3.05982 -0.01 0.03 0.04
C 0.37708 -2.61480 -4.33335 -0.02 0.02 0.04
C 1.06829 -1.66654 -5.06799 0.02 0.00 -0.02
C 1.29205 -0.41263 -4.51862 -0.02 0.00 0.04
C 0.80625 -0.15283 -3.25390 -0.03 -0.05 -0.08
N 0.14221 -1.07272 -2.53427 0.13 0.06 -0.17
H 0.05844 -3.95819 -1.77335 -0.01 -0.01 -0.02
H -1.39934 -3.93485 -2.77530 0.01 0.01 0.01
H -2.76197 -3.42052 0.38950 0.02 -0.01 0.01
H -2.08714 -4.65965 -0.63897 0.00 0.00 0.01
H -2.20517 -5.53502 1.87438 -0.01 0.00 -0.01
H -0.65206 -6.07680 3.73750 0.00 0.00 0.00
H 1.53620 -4.86244 3.86652 0.01 0.00 0.01
H 2.04728 -3.17328 2.12765 0.00 0.00 0.00
H -2.38158 -1.29894 -2.29293 -0.01 0.02 0.03
H -3.40014 -2.67754 -1.86226 0.02 0.00 0.00
H -5.24677 -1.47476 -0.69807 -0.01 0.00 0.01
H -5.92257 -0.13769 1.29971 -0.01 0.00 0.01
H -4.13050 0.82801 2.75921 -0.02 0.00 0.00
H -1.76288 0.46238 2.13010 0.04 -0.03 0.04
H 0.18448 -3.60240 -4.72970 0.00 -0.01 -0.01
H 1.42813 -1.90413 -6.06030 0.00 0.00 -0.01
H 1.82379 0.36125 -5.05320 0.01 -0.01 -0.01
H 0.94827 0.80906 -2.77730 -0.03 0.00 -0.02
N 1.83021 4.57151 -0.49186 -0.02 0.04 0.21
C 2.55964 3.66769 -1.18862 -0.04 -0.21 -0.03
N 2.47113 2.37132 -1.04239 0.07 0.15 -0.08
C 3.42130 1.74829 -1.82934 -0.03 -0.05 -0.03
C 4.19515 2.56616 -2.58625 -0.03 0.03 -0.05
S 3.76568 4.20686 -2.31077 0.04 -0.01 -0.03
C 3.58002 0.28397 -1.81469 -0.07 0.06 0.07
C 4.61247 -0.35573 -2.41576 0.01 0.01 0.04
S 4.48341 -2.05376 -2.19257 0.04 -0.01 -0.04
C 3.03438 -1.78850 -1.29127 0.00 0.09 0.04
N 2.66500 -0.54426 -1.16910 0.03 -0.13 -0.07
N 2.31379 -2.85041 -0.83300 -0.09 -0.17 0.06
H 1.03494 4.21812 0.01630 -0.05 -0.05 0.02
H 1.74394 5.50431 -0.85421 -0.02 -0.01 -0.03
H 4.98207 2.31053 -3.27407 -0.01 -0.01 -0.02
H 5.45009 0.07029 -2.93942 0.01 0.01 0.02
H 2.81373 -3.71576 -0.70319 0.01 0.01 -0.04
H 1.58935 -2.70166 -0.12873 0.14 0.03 -0.10
C 2.63833 0.60571 1.92656 0.10 0.05 0.01
C 1.39888 -0.16374 2.22842 -0.07 -0.11 -0.12
O 0.58619 -0.42204 1.20540 0.20 0.18 0.31
C 1.03468 -0.60101 3.53442 0.07 0.04 0.05
C -0.12759 -1.36340 3.78370 0.03 0.07 0.01
C -0.45726 -1.75972 5.06424 0.00 -0.01 -0.01
C 0.35508 -1.42397 6.14332 -0.01 -0.01 -0.01
C 1.51156 -0.68333 5.91784 0.00 0.00 0.00
C 1.85075 -0.27684 4.64255 -0.02 0.00 -0.01
H 2.69750 0.79997 0.85708 -0.01 0.00 0.15
H 3.53629 0.06650 2.24212 0.02 -0.02 -0.01
H 2.65121 1.56882 2.44806 0.01 0.00 0.03
H -0.74966 -1.65878 2.95325 -0.10 0.01 -0.10
H -1.35415 -2.34545 5.22652 0.00 0.00 0.00
H 0.09180 -1.73590 7.14465 0.00 0.00 0.01
H 2.15177 -0.41663 6.74882 0.00 0.00 0.00
H 2.75087 0.30438 4.49424 0.00 0.00 -0.01
C -0.82183 4.86549 -4.47608 0.00 0.01 0.00
C -0.89602 3.50753 -4.74943 0.01 0.00 0.01
C -0.99065 2.59512 -3.70774 -0.02 -0.03 -0.04
C -1.00792 2.99909 -2.37049 0.03 0.06 0.08
C -0.95912 4.37411 -2.12540 0.08 -0.01 0.01
C -0.86394 5.29670 -3.15846 0.01 -0.01 -0.02
Si -1.24909 1.75117 -0.95476 -0.06 0.02 -0.11
C -1.24728 2.71809 0.68155 -0.03 0.07 0.01
C -0.16441 2.66662 1.56407 0.10 0.01 -0.10
C -0.21346 3.27218 2.81441 0.02 -0.01 -0.02
C -1.35798 3.94723 3.21064 -0.02 0.01 0.01
C -2.44465 4.02378 2.34717 0.01 0.00 0.02
C -2.38729 3.41422 1.10192 0.03 0.01 -0.01
H -0.74824 5.58196 -5.28365 0.00 0.00 0.00
H -0.88990 3.16009 -5.77511 0.00 0.00 0.00
H -1.08148 1.54371 -3.95917 0.00 -0.05 0.03
H -1.00861 4.73870 -1.10565 -0.04 -0.01 0.01
H -0.83289 6.35575 -2.93482 -0.01 0.02 0.00
H -2.72872 1.48113 -1.09933 0.01 -0.04 -0.06
H 0.73372 2.13357 1.26651 -0.09 0.10 0.00
H 0.63839 3.20984 3.48077 0.01 -0.01 0.01
H -1.40345 4.41500 4.18557 0.00 0.00 0.00
H -3.33722 4.55793 2.64808 -0.01 0.00 0.00
H -3.24893 3.46868 0.44558 -0.01 0.00 -0.01
```
Forces are in eV/Å.

Net charge: +1
Highest occupied orbital energy (spin up / spin down): -8.23 / -9.67 eV
Spin multiplicity: 3
ΔE to the lowest compared entry with this formula, charge and spin: 0.721 eV
Largest force on an atom: 0.46 eV/A
Gap between HOMO and LUMO (spin up / spin down): 0.21347 / 0.26834 hartree
LUMO energy (spin up / spin down): -2.4168 / -2.3682 eV


Formula: C3H3NO2S
Source: the OMol25 dataset
Level of theory: ωB97M-V with the def2-TZVPD basis set

```
10
Properties=species:S:1:pos:R:3:forces:R:3
C -0.66750 -0.36785 0.34856 4.31 -3.78 0.64
C 0.68581 -0.53313 -0.15559 -2.43 -0.63 -0.12
C -2.29624 1.46588 0.25464 -0.17 0.05 1.78
N -1.48686 0.58755 0.13516 -2.07 2.85 -1.99
O 1.29379 0.39857 -1.00242 0.31 0.16 0.13
O 3.37344 -0.71420 0.10634 0.73 -0.52 -0.32
S 2.31286 0.23202 0.33192 -0.31 1.10 0.36
H -1.07106 -1.24577 0.83521 0.04 0.01 0.26
H 0.91109 -1.56945 -0.41196 0.18 0.00 0.31
H -3.05533 1.74639 -0.44186 -0.59 0.76 -1.04
```
Forces are in eV/Å.

Highest occupied orbital energy (spin up / spin down): -5.77 / -10.02 eV
Spin multiplicity: 3
ΔE to the lowest compared entry with this formula, charge and spin: 3.638 eV
Largest force on an atom: 5.76 eV/A
Gap between HOMO and LUMO (spin up / spin down): 0.22601 / 0.29704 hartree
LUMO energy (spin up / spin down): 0.3807 / -1.9371 eV


Formula: C26H53Br6Cl4O3P
Source: the OMol25 dataset
Level of theory: ωB97M-V with the def2-TZVPD basis set

```
93
Properties=species:S:1:pos:R:3:forces:R:3
C 3.36314 4.22670 -4.81216 0.63 -0.55 -0.58
C 3.32421 2.72681 -5.25954 0.46 1.53 0.57
C 2.55076 1.94180 -4.20402 -0.50 -0.18 0.19
C 3.30895 1.61426 -2.86746 0.61 -0.46 -2.11
P 2.43932 0.65335 -1.60907 1.45 0.47 -0.03
C 3.63434 0.58240 -0.18007 -0.88 0.03 -0.11
C 4.89428 -0.26864 -0.35983 0.23 0.42 -0.97
C 5.43802 -0.79581 0.93929 -0.27 0.54 0.62
C 6.65360 -1.64551 0.85199 0.30 -1.10 -0.81
C 1.03381 1.68832 -1.24693 0.27 -0.33 0.93
C 1.43276 3.14783 -0.90492 0.02 -0.41 -1.15
C 0.27384 4.08664 -0.75614 -0.81 0.84 0.06
C 0.77885 5.54848 -0.61933 0.30 -0.46 1.08
C 2.03132 -1.04670 -2.15492 -1.50 0.73 -0.28
C 0.76941 -1.24225 -3.12900 0.36 0.16 0.40
C 0.33586 -2.70819 -3.25977 0.44 -0.01 -0.58
C 1.28964 -3.46667 -4.19755 -0.99 0.25 0.25
H 4.07595 4.25521 -3.98802 -0.21 0.57 0.19
H 2.39505 4.65064 -4.54542 -0.17 -0.52 0.42
H 3.68258 4.93411 -5.57742 0.50 -0.32 -0.16
H 4.32779 2.30931 -5.34091 0.30 0.21 0.15
H 2.96435 2.66086 -6.28631 -0.70 -0.30 0.27
H 2.24395 1.03248 -4.72084 -0.39 -0.25 0.53
H 1.69631 2.55694 -3.92185 -0.44 -0.29 -0.26
H 3.73759 2.52732 -2.45433 -0.12 -0.13 0.29
H 4.14066 1.00352 -3.21865 0.42 -0.13 0.36
H 3.07923 0.26122 0.70129 -0.29 -0.29 -0.01
H 3.89079 1.61579 0.05326 0.05 0.14 -0.18
H 5.64969 0.37569 -0.80960 0.13 -0.09 -0.32
H 4.71037 -1.08989 -1.05253 0.03 -0.16 -0.06
H 4.67248 -1.46774 1.32733 -0.25 0.56 0.78
H 5.70796 0.07059 1.54308 -0.74 -0.02 0.61
H 7.53196 -1.15654 0.43069 -0.06 -0.02 -0.10
H 6.31047 -2.46287 0.21773 0.75 -0.38 -0.32
H 6.92985 -2.11449 1.79636 -0.08 0.29 0.11
H 0.60056 1.21132 -0.36780 -0.64 0.05 0.00
H 0.40319 1.51372 -2.11867 -0.39 0.49 0.10
H 1.99357 3.59778 -1.72415 0.60 -0.37 0.07
H 2.00748 3.14569 0.02124 0.25 0.07 -0.11
H -0.25555 3.72818 0.12667 -0.48 0.53 0.03
H -0.40949 4.04737 -1.60444 0.01 -0.38 -0.10
H 1.01372 5.67111 0.43798 0.24 0.29 0.06
H 0.13114 6.38962 -0.86640 -0.43 -0.52 -0.20
H 1.71154 5.70363 -1.16167 0.02 -0.10 -0.16
H 1.81016 -1.54206 -1.20950 -0.01 -0.27 0.10
H 2.96323 -1.45453 -2.54646 -0.13 -0.13 -0.19
H 0.97515 -0.82578 -4.11507 0.46 -0.24 -0.14
H -0.13959 -0.69404 -2.88145 0.32 0.34 0.98
H -0.68192 -2.74037 -3.64860 0.01 0.17 -0.19
H 0.25511 -3.21786 -2.29965 0.21 0.17 0.19
H 1.39479 -2.92705 -5.13875 0.31 0.23 0.08
H 0.81046 -4.39850 -4.49783 0.52 -0.36 0.36
H 2.24183 -3.57189 -3.67759 0.11 -0.44 -0.44
C -3.92899 -2.66690 1.72302 -0.62 0.60 -1.84
C -2.70837 -3.09314 2.46101 2.14 0.69 1.40
O -1.61834 -2.21506 2.62155 -1.26 -0.33 -0.73
H -3.78568 -2.67847 0.64254 0.45 0.19 -0.45
H -4.23700 -1.64186 1.92926 -0.10 0.02 0.47
H -4.76798 -3.35787 1.80518 -0.20 -0.08 0.64
H -2.35349 -4.03696 2.04705 -0.03 -0.65 -0.47
H -3.10207 -3.37147 3.43858 -0.15 -0.28 0.88
O -7.19820 4.65069 -2.26196 -0.25 3.19 0.58
C -7.39142 3.49427 -2.32232 3.35 -0.14 1.99
O -8.11936 2.96289 -3.21335 -3.50 -0.75 -2.64
C -7.91781 1.56530 -3.35919 -0.37 0.90 -1.19
C -6.61341 1.39287 -2.64552 -0.22 -3.25 0.30
C -6.53873 2.45944 -1.59562 -0.38 0.01 -0.20
H -7.84758 1.38464 -4.43182 0.20 -0.01 -0.05
H -8.81048 1.00980 -3.07168 0.18 0.04 0.77
H -5.82670 1.36485 -3.39944 0.25 0.22 0.41
H -6.77128 0.39609 -2.23369 1.10 -0.27 0.28
H -5.53033 2.81514 -1.38416 -0.25 0.19 -0.15
H -6.99228 2.17739 -0.64544 -0.09 -0.15 -0.07
C -1.14802 2.09184 6.00481 0.43 -0.59 0.17
Cl -2.14557 2.34435 7.47452 0.22 0.00 -0.83
Cl 0.09659 3.34451 5.80429 -0.14 0.06 0.04
H -0.61835 1.14867 6.13882 -0.13 0.18 0.09
H -1.70232 2.02322 5.06878 -0.39 0.27 0.48
C 2.87163 -6.18122 2.74063 0.19 -0.61 -1.30
Cl 2.48094 -7.11545 1.18646 -0.08 0.72 1.17
Cl 4.55514 -6.61316 3.16531 -0.63 0.39 0.23
H 2.78943 -5.12466 2.48561 0.18 -0.25 0.11
H 2.16234 -6.44829 3.52401 0.29 -0.21 -0.21
C -0.44808 -4.66606 8.30793 -0.57 -0.13 0.39
Br -1.57663 -6.32337 8.01936 1.14 1.30 0.37
Br 1.43999 -4.96893 8.74041 -0.93 -0.20 -0.41
Br -1.20687 -3.49860 9.70408 0.12 -0.63 -0.57
H -0.53296 -4.09223 7.38511 0.21 -0.32 0.17
C -6.45737 -1.42832 7.01991 -0.68 -0.21 -0.23
Br -7.12825 -1.15257 8.84418 0.39 0.30 -0.73
Br -6.83446 0.02146 5.74265 0.12 -0.51 0.82
Br -7.28992 -3.08877 6.37125 0.57 0.56 0.09
H -5.37229 -1.52538 7.05559 -0.36 -0.15 0.02
```
Forces are in eV/Å.

Highest occupied orbital energy: -4.49 eV
Largest force on an atom: 4.45 eV/A
Gap between HOMO and LUMO: 0.15074 hartree
LUMO energy: -0.3871 eV